Computed, not measured: an isolated molecule of C39H48N2O7, with the ωB97M-V functional and the def2-TZVPD basis.

Each atom is followed by the atoms it is bonded to, with distances in Å.
CARTESIAN COORDINATES (ANGSTROEM)
1 O -1.705 0.647 -0.313  C31 1.440, C43 1.479
2 O -0.445 -1.150 -2.534  C33 1.253
3 O 7.105 -2.419 -4.771  C29 1.259
4 O -2.046 -3.091 0.361  C15 1.444, H74 0.982
5 O -0.278 0.703 -4.810  C42 1.464, H69 0.988
6 O 7.827 -0.919 -3.197  C29 1.440, H60 0.986
7 O 3.928 -2.385 -0.140  C48 1.257
8 N -0.987 -1.879 -5.677  C18 1.501, H71 1.028, H90 1.027
9 N -2.378 -1.359 4.008  C19 1.488, C30 1.490, H50 1.027
10 C -6.011 -0.994 0.767  C27 1.570, C35 1.569, H76 1.151
11 C 0.959 -0.029 2.650  C41 1.548, C46 1.571, C47 1.597
12 C -2.103 2.816 -2.680  C23 1.635, H56 1.144, H67 1.141, H87 1.155
13 C 4.719 -3.078 4.035  C25 1.569, C36 1.573, H62 1.145
14 C 5.484 -2.128 -2.838  C29 1.620, C40 1.609, H64 1.158, H85 1.141
15 C -3.309 -2.408 0.513  O4 1.444, C39 1.559, C44 1.572
16 C 4.500 -0.081 3.110  C17 1.558, C37 1.565, H75 1.140
17 C 3.414 -1.123 2.709  C16 1.558, C25 1.561, C46 1.585
18 C 0.484 -1.670 -5.471  N8 1.501, C42 1.631, H61 1.155, H81 1.154
19 C -0.986 -1.596 4.478  N9 1.488, C21 1.605, H72 1.159, H86 1.157
20 C -4.262 3.538 1.304  C34 1.608, H66 1.158, H78 1.153, H96 1.146
21 C -0.355 -0.205 4.970  C19 1.605, C47 1.618, H77 1.157, H95 1.147
22 C 2.013 -0.538 -2.791  C24 1.438, C26 1.597, C33 1.595
23 C -2.692 2.863 -1.155  C12 1.635, C28 1.609, C43 1.602, H84 1.141
24 C 3.203 -0.909 -2.074  C22 1.438, C40 1.608, C48 1.619
25 C 3.505 -2.617 3.154  C13 1.569, C17 1.561, H91 1.137
26 C 2.147 0.085 -4.255  C22 1.597, C42 1.597, H89 1.158, H92 1.143
27 C -5.494 -1.305 -0.682  C10 1.570, C39 1.573, H57 1.151
28 C -2.694 4.416 -0.734  C23 1.609, C34 1.616, H70 1.152, H79 1.157
29 C 6.836 -1.842 -3.685  O3 1.259, O6 1.440, C14 1.620
30 C -2.928 -2.508 3.235  N9 1.490, C44 1.600, H63 1.157, H80 1.159
31 C -0.502 0.207 0.345  O1 1.440, C38 1.544, C41 1.575
32 C -4.289 6.054 0.544  C34 1.633, H52 1.148, H53 1.144, H65 1.159
33 C 0.627 -0.746 -2.028  O2 1.253, C22 1.595, C38 1.615
34 C -3.354 4.725 0.708  C20 1.608, C28 1.616, C32 1.633, H59 1.158
35 C -5.195 -1.362 2.057  C10 1.569, C44 1.565, H51 1.152
36 C 5.820 -2.039 4.460  C13 1.573, C37 1.571, H55 1.143
37 C 5.710 -0.544 3.987  C16 1.565, C36 1.571, H68 1.137
38 C 0.655 -0.448 -0.441  C31 1.544, C33 1.615, C45 1.580
39 C -4.099 -2.024 -0.775  C15 1.559, C27 1.573, H93 1.144
40 C 4.690 -0.740 -2.664  C14 1.609, C24 1.608, H58 1.139, H82 1.159
41 C -0.315 0.420 1.894  C11 1.548, C31 1.575, H49 1.143
42 C 0.875 -0.110 -5.201  O5 1.464, C18 1.631, C26 1.597, H73 1.161
43 C -1.609 2.121 -0.237  O1 1.479, C23 1.602, H54 1.145, H94 1.150
44 C -3.807 -2.079 1.968  C15 1.572, C30 1.600, C35 1.565
45 C 1.966 -0.865 0.337  C38 1.580, C46 1.545, C48 1.616
46 C 2.146 -0.692 1.862  C11 1.571, C17 1.585, C45 1.545
47 C 1.029 0.188 4.230  C11 1.597, C21 1.618, H83 1.157, H88 1.140
48 C 3.148 -1.497 -0.566  O7 1.257, C24 1.619, C45 1.616
49 H -1.158 0.918 2.484  C41 1.143
50 H -2.488 -0.463 3.519  N9 1.027
51 H -5.657 -1.078 3.073  C35 1.152
52 H -5.238 5.757 -0.028  C32 1.148
53 H -4.497 6.547 1.555  C32 1.144
54 H -1.706 2.511 0.835  C43 1.145
55 H 6.678 -2.390 5.128  C36 1.143
56 H -1.399 3.711 -2.785  C12 1.144
57 H -6.099 -1.006 -1.614  C27 1.151
58 H 4.746 -0.116 -3.615  C40 1.139
59 H -2.540 4.986 1.489  C34 1.158
60 H 8.178 -1.222 -2.327  O6 0.986
61 H 0.989 -2.052 -6.437  C18 1.155
62 H 4.840 -4.146 4.428  C13 1.145
63 H -2.059 -3.217 2.947  C30 1.157
64 H 5.863 -2.429 -1.787  C14 1.158
65 H -3.722 6.799 -0.140  C32 1.159
66 H -3.579 2.793 1.868  C20 1.158
67 H -1.547 1.836 -2.860  C12 1.141
68 H 6.457 0.263 4.276  C37 1.137
69 H -0.772 0.933 -5.634  O5 0.988
70 H -3.187 5.099 -1.521  C28 1.152
71 H -1.481 -1.918 -4.776  N8 1.028
72 H -1.014 -2.294 5.403  C19 1.159
73 H 1.183 0.300 -6.243  C42 1.161
74 H -2.245 -4.013 0.637  O4 0.982
75 H 4.334 0.990 2.755  C16 1.140
76 H -7.038 -0.484 0.869  C10 1.151
77 H -0.103 -0.305 6.095  C21 1.157
78 H -4.947 3.986 2.115  C20 1.153
79 H -1.592 4.765 -0.670  C28 1.157
80 H -3.636 -3.111 3.926  C30 1.159
81 H 0.756 -2.318 -4.555  C18 1.154
82 H 5.267 -0.139 -1.859  C40 1.159
83 H 1.250 1.312 4.397  C47 1.157
84 H -3.720 2.369 -1.148  C23 1.141
85 H 4.869 -2.983 -3.277  C14 1.141
86 H -0.338 -2.159 3.703  C19 1.157
87 H -2.974 2.961 -3.424  C12 1.155
88 H 1.861 -0.385 4.758  C47 1.140
89 H 3.021 -0.475 -4.769  C26 1.158
90 H -1.388 -1.176 -6.310  N8 1.027
91 H 2.724 -3.403 2.897  C25 1.137
92 H 2.428 1.193 -4.266  C26 1.143
93 H -3.732 -2.252 -1.835  C39 1.144
94 H -0.562 2.383 -0.633  C43 1.150
95 H -1.051 0.700 4.860  C21 1.147
96 H -4.918 3.015 0.523  C20 1.146

**Energy**: -58516.507 eV
**Orbital gap**: 7.37 eV

Atomic partial charges in e from the Löwdin method, atoms 1 to 8: -0.098 0.066 0.054 -0.056 -0.099 0.014 0.052 -0.026